(1)
Molecular formula: C6H12O
Method: DFT, the ωB97M-V functional and the def2-TZVPD basis

```
19
Properties=species:S:1:pos:R:3:forces:R:3:lowdin_charge:R:1
C -1.104 -0.754 1.553 -0.231 0.121 -0.275 -0.0179
C -0.111 0.107 0.767 -0.456 -0.049 -0.880 -0.5162
O 0.435 1.174 1.529 -0.226 0.121 0.083 -0.0197
C 1.072 -0.682 0.190 -0.055 0.058 -0.105 -0.1410
C 1.405 0.094 -1.078 0.241 -0.003 -0.135 -0.2043
C 0.051 0.240 -1.761 0.140 0.020 -0.023 -0.2079
C -0.872 0.666 -0.608 0.411 0.080 0.337 -0.1043
H -1.514 -0.299 2.467 0.234 0.040 -0.276 0.0846
H -0.813 -1.791 1.774 0.181 0.458 -0.099 0.0857
H -1.852 -0.723 0.780 -1.187 -1.044 0.595 0.0525
H -0.216 1.433 2.194 0.156 0.023 -0.223 0.0913
H 1.915 -0.764 0.886 -0.323 0.135 0.014 0.1248
H 0.741 -1.702 -0.057 0.051 0.217 -0.045 0.1209
H 1.755 1.091 -0.780 0.117 -0.151 -0.119 0.1174
H 2.164 -0.381 -1.698 0.044 0.007 -0.029 0.1067
H -0.264 -0.735 -2.165 0.053 0.197 0.120 0.1107
H 0.072 0.942 -2.603 -0.071 -0.038 0.198 0.1062
H -1.906 0.329 -0.849 0.615 -0.116 0.786 0.1048
H -0.956 1.756 -0.540 0.304 -0.078 0.076 0.1059
```
Positions in Å, forces in eV/Å.

Net charge   0
SMILES   CC1(O)CCCC1

***

(2)
Molecular formula: C13H13N5O2S2
Method: DFT, the ωB97M-V functional and the def2-TZVPD basis

```
35
Properties=species:S:1:pos:R:3:forces:R:3:lowdin_charge:R:1
C 0.130 4.669 -1.498 -5.223 0.961 1.154 -0.1348
C 0.702 3.926 -0.359 7.494 -1.456 -6.627 -0.2206
C 0.771 2.500 -0.814 2.625 -1.003 6.323 -0.5746
N 0.208 2.065 -1.762 -6.605 -2.393 -7.731 0.1489
N -0.051 0.619 -1.897 6.116 5.581 6.725 0.0715
C -0.738 -0.068 -2.686 -4.682 -2.287 -11.793 -0.4260
O -1.233 0.355 -3.803 0.400 0.486 3.484 0.0134
C -0.627 -1.505 -2.763 4.369 -1.563 6.404 0.0917
C 0.265 -2.113 -1.851 -0.064 4.607 3.075 -0.1939
C 0.484 -3.475 -1.420 -5.826 -1.447 0.678 -0.3988
S 0.605 -4.135 0.315 0.257 1.717 0.526 1.0058
C 0.061 -2.673 1.166 -4.405 -0.887 -0.307 -0.5663
N 0.447 -2.242 2.302 6.313 -6.500 -2.756 0.1086
C 0.181 -1.167 2.822 -3.495 5.498 5.277 -0.3014
C 0.869 -0.788 4.218 -17.865 -5.876 2.037 0.0716
C -0.964 -0.540 2.377 1.012 3.110 1.059 0.0020
C -1.512 -0.868 1.192 -9.035 -1.463 -3.712 -0.2450
O -2.835 -0.379 0.567 7.383 -2.045 2.921 -0.2274
N -1.201 -2.186 0.786 9.500 5.647 11.203 0.1874
N 0.980 -1.297 -0.746 -2.179 3.076 -4.536 0.0745
C 0.739 0.031 -0.969 1.937 -4.612 2.550 -0.5643
S 1.558 1.129 0.094 -0.233 0.689 0.291 1.0840
H -1.010 4.321 -1.408 1.899 1.159 -0.668 0.1289
H 0.369 4.391 -2.528 0.651 0.311 0.590 0.0861
H 0.129 5.736 -1.192 0.115 -0.444 -1.009 0.0876
H 0.471 4.092 0.586 -1.520 0.657 4.111 0.0651
H 1.906 4.183 -0.513 -2.446 -0.377 1.221 0.1798
H -1.203 -2.173 -3.279 -1.657 -0.704 -1.941 0.0985
H 1.283 -3.919 -1.776 3.886 -2.061 -2.403 0.0112
H -0.459 -3.998 -1.728 1.111 -0.124 -0.432 0.0975
H 0.416 0.014 4.731 -0.572 1.089 0.209 0.0690
H 0.613 -1.757 4.846 1.072 1.921 -1.080 0.1458
H 1.687 -0.674 4.037 17.009 2.086 -3.010 -0.0896
H -1.407 0.301 2.849 0.080 0.805 0.417 0.1190
H -1.638 -2.376 0.105 -7.422 -4.160 -12.251 -0.0053
```
Positions in Å, forces in eV/Å.

Net charge   0
SMILES   CCc1nn2c(=O)cc(CSc3nc(C)cc(=O)[nH]3)nc2s1

***

(3)
Molecular formula: C3H12O2S2
Method: DFT, the ωB97M-V functional and the def2-TZVPD basis

```
19
Properties=species:S:1:pos:R:3:forces:R:3:lowdin_charge:R:1
C 2.350 -0.707 2.341 -3.976 1.336 -0.531 -0.1602
C 1.799 -0.563 0.901 -0.545 2.021 -2.557 -0.6557
S 1.747 -2.142 -0.088 -0.185 1.436 -1.116 0.4439
S 1.802 -1.269 -2.101 -1.349 0.206 2.004 0.4223
C 0.058 -0.511 -2.181 0.035 -0.504 0.305 -0.4389
H 3.258 -1.147 2.181 2.636 -0.930 0.334 0.0156
H 1.675 -1.399 2.979 1.123 1.454 -0.872 0.1024
H 2.392 0.379 2.667 0.187 -1.589 0.377 0.0935
H 0.847 0.082 0.712 0.827 -1.698 1.097 0.0761
H 2.421 0.116 0.204 0.042 -1.176 1.496 0.0574
H -0.394 -1.005 -3.035 -0.185 0.201 -0.093 0.0092
H -0.532 -0.787 -1.294 0.490 -0.301 -0.224 0.0114
H -0.077 0.583 -2.254 0.882 -0.450 -0.230 0.0284
O -1.973 3.316 -0.216 1.949 -1.555 -0.941 -0.0812
H -1.276 2.754 -0.688 -1.587 1.296 0.417 0.0601
H -1.723 3.077 0.679 -0.348 0.280 0.535 0.0185
O -4.131 -0.104 -0.637 0.964 0.039 -0.220 -0.0487
H -4.864 -0.325 -0.084 -0.973 -0.166 0.443 0.0162
H -3.378 -0.350 -0.085 0.011 0.100 -0.227 0.0299
```
Positions in Å, forces in eV/Å.

Net charge   0
SMILES   CCSSC.O.O

***

Frontier orbital gap in eV, matching the order above: 10.78; 7.72; 9.02
Total energy in hartree, matching the order above: -311.02974; -1723.39479; -1068.29508